<1>
This record from the OMol25 dataset describes one molecule with the formula C4H10O2. The level of theory is ωB97M-V/def2-TZVPD.

Computed properties:
HOMO-LUMO gap: 10.1 eV
SMILES: CO[C@H](C)CO

Structure (ORCA input):
```
! wB97M-V def2-TZVPD RIJCOSX def2/J DEFGRID3
* xyz 0 1
C 0.067 0.872 -1.557
O 0.896 0.866 -0.135
C 0.388 -0.120 0.823
C 0.865 -1.497 0.438
C -1.145 0.138 0.785
O -1.247 1.409 0.221
H 0.928 0.650 -2.152
H -0.744 0.131 -1.689
H -0.375 1.856 -1.809
H 0.765 0.141 1.829
H 1.958 -1.563 0.475
H 0.534 -1.728 -0.579
H 0.445 -2.245 1.116
H -1.629 -0.683 0.211
H -1.592 0.137 1.787
H -0.114 1.637 0.234
*
```

Atom charges from the natural (NBO) analysis, given in e for atoms 1 to 4: atom 1 (C): -0.253, atom 2 (O): -0.566, atom 3 (C): 0.063, atom 4 (C): -0.632

<2>
This record from the OMol25 dataset describes a 2-piece molecular cluster, C4H10O2 overall. The level of theory is ωB97M-V/def2-TZVPD.

Computed properties:
HOMO-LUMO gap: 10.7 eV
SMILES: CC(C)C=O.O

Structure (ORCA input):
```
! wB97M-V def2-TZVPD RIJCOSX def2/J DEFGRID3
* xyz 0 1
C -0.868 -0.432 0.260
C -1.383 0.692 1.256
C -0.740 2.046 0.828
C -1.137 0.472 2.749
O -0.041 0.705 3.204
H -1.560 -0.436 -0.601
H -0.600 -1.376 0.657
H 0.111 -0.080 -0.204
H -2.400 0.728 1.119
H -1.113 2.350 -0.130
H 0.388 1.938 0.726
H -1.021 2.806 1.597
H -1.961 0.062 3.250
O 3.427 -2.821 -6.336
H 3.350 -2.738 -5.368
H 2.482 -2.990 -6.547
*
```

Atom charges from the natural (NBO) analysis, given in e for atoms 1 to 4: atom 1 (C): -0.601, atom 2 (C): -0.323, atom 3 (C): -0.596, atom 4 (C): 0.446

Stability verdict: <2>, ahead by 1.936 eV